No. 1
DFT (wB97M-V/def2-TZVPD) results for 3 unconnected molecules or ions with the total composition C28H30BF6N4O4S in a non-equilibrium geometry.

```
74
C28H30BF6N4O4S (wB97M-V/def2-TZVPD)
C -4.1365 4.2963 -3.7441
C -2.7642 3.6760 -3.1822
F -1.7274 4.3794 -3.9082
C -2.7866 2.1419 -3.4922
C -1.8176 1.2868 -2.5267
C -0.3827 1.7983 -2.9661
C 0.3435 2.7074 -1.8937
O 1.5233 2.5375 -1.6747
O -0.2939 3.7363 -1.2005
O -2.2854 1.6564 -1.2248
B -3.4700 0.8691 -0.8079
C -4.9380 1.6301 -1.0706
N -3.5752 0.5129 0.7216
C -3.3815 1.5430 1.3199
S -3.2981 2.9170 2.2139
O -3.3613 -0.2774 -1.7452
C -2.1736 -0.2682 -2.5614
C -2.7222 -0.9366 -3.8961
N -3.5492 -2.1511 -3.5715
C -1.2577 -1.3460 -1.8220
F -0.7351 -2.3151 -2.7288
F -2.0107 -2.1020 -0.9091
C -0.0391 -0.7982 -1.0210
C 1.3274 -1.1093 -1.5228
C 2.5237 -0.6493 -0.7837
C 2.4429 0.1578 0.4346
C 1.0916 0.4964 0.9105
C 0.9807 1.3866 2.1838
F 2.0989 1.3006 2.9893
F 0.9441 2.7129 1.7309
F -0.1938 1.1967 2.8614
C -0.1061 0.0055 0.2008
H -4.7313 4.6923 -2.8800
H -3.8937 5.1004 -4.5011
H -4.7175 3.5113 -4.2952
H -2.7160 3.9359 -2.0977
H -2.3841 2.0281 -4.5514
H -3.8240 1.7030 -3.5405
H 0.2919 0.8980 -3.0816
H -0.3524 2.3330 -3.9473
H -0.0785 4.6096 -1.5711
H -4.7127 2.7383 -1.1084
H -5.6632 1.4000 -0.2343
H -5.3316 1.3069 -2.0724
H -1.8895 -1.1872 -4.6266
H -3.4185 -0.2613 -4.4734
H -2.9375 -2.9506 -3.7913
H -4.2878 -2.2082 -4.2838
H 1.5299 -1.6867 -2.4516
H 3.5581 -0.9035 -1.1406
H 3.3713 0.4838 0.9628
H -1.0883 0.2827 0.6470
N 4.9260 -3.7223 0.0755
C 3.8964 -4.2489 0.7488
C 3.8145 -4.2835 2.1323
C 4.8601 -3.7456 2.8649
C 5.9396 -3.1953 2.1908
C 5.9224 -3.2071 0.8046
H 3.1034 -4.6599 0.1330
H 2.9544 -4.7202 2.6228
H 4.8337 -3.7541 3.9492
H 6.7753 -2.7657 2.7285
H 6.7426 -2.7841 0.2332
N 3.5628 -2.5938 5.9145
C 3.7911 -1.3425 5.4986
C 2.8877 -0.3022 5.6477
C 1.6742 -0.5710 6.2591
C 1.4125 -1.8598 6.6974
C 2.3848 -2.8282 6.5037
H 4.7529 -1.1815 5.0225
H 3.1278 0.6910 5.2932
H 0.9401 0.2149 6.3927
H 0.4754 -2.1077 7.1788
H 2.2273 -3.8502 6.8327
```

Computed properties:
Gap between HOMO and LUMO in eV: 7.68
Largest force on an atom in eV/Å: 3.36
ΔE to the lowest compared entry with this formula, charge and spin in kcal/mol: 72.50
M in g mol⁻¹: 643.44
Total charge: -1
LUMO energy in Eh: 0.09019
HOMO in eV: -5.23

No. 2
DFT (wB97M-V/def2-TZVPD) results for a molecular structure, C28H30Br2CdIN4Sb2Se in a non-equilibrium geometry.

```
69
C28H30Br2CdIN4Sb2Se (wB97M-V/def2-TZVPD)
Cd -1.0008 -0.7511 -0.7501
Br -7.8159 -1.1855 -1.7866
C -5.9411 -1.1646 -1.9072
C -5.3126 -0.0801 -2.5374
C -3.9561 -0.0809 -2.6022
N -3.1824 -1.0234 -2.0377
C -3.7859 -2.1430 -1.5638
C -5.1951 -2.2292 -1.4659
C -2.9353 -3.3018 -1.2417
C -3.4709 -4.5908 -1.0171
C -2.6594 -5.6466 -0.6578
Br -3.3402 -7.3957 -0.4273
C -1.2795 -5.4122 -0.5448
C -0.8108 -4.1527 -0.8277
N -1.5875 -3.1172 -1.1507
H -5.9181 0.7466 -2.9378
H -3.4306 0.6867 -3.1638
H -5.6669 -3.1077 -0.9737
H -4.5609 -4.7411 -1.1214
H -0.6020 -6.2298 -0.2713
H 0.2620 -3.9778 -0.8813
C 2.3713 -3.5566 0.7860
Sb 1.7451 -1.5061 0.3891
C 1.4527 -1.1713 2.4971
C 3.8748 -0.7575 0.0266
C 4.3204 0.0353 1.1945
C 4.8889 -0.6352 2.3014
C 5.2303 0.0537 3.4527
C 5.0231 1.4409 3.5405
C 4.4474 2.1118 2.4839
C 4.1280 1.4500 1.2753
C 3.5960 2.2457 0.1581
Sb 1.3375 2.1957 0.1370
C 1.1074 3.5418 1.7722
C 1.3609 3.7471 -1.3832
H 2.7577 -4.0178 -0.1381
H 1.5239 -4.1473 1.1599
H 3.1707 -3.5062 1.5354
H 2.1821 -1.7533 3.0877
H 0.4270 -1.5095 2.7405
H 1.4787 -0.0975 2.7523
H 3.8224 -0.2081 -0.9147
H 4.4118 -1.7134 -0.0439
H 5.0781 -1.7224 2.2061
H 5.7028 -0.4835 4.2946
H 5.3508 1.9967 4.4281
H 4.2809 3.1927 2.5323
H 3.8728 1.9121 -0.8530
H 3.8468 3.2984 0.2847
H 1.7603 4.4101 1.6170
H 1.3665 2.9930 2.6982
H 0.0382 3.8321 1.8320
H 2.1244 4.5058 -1.1283
H 0.3975 4.2684 -1.4249
H 1.5756 3.3133 -2.3637
Se -2.3784 -0.9254 1.5375
C -1.3747 0.4304 2.0530
N -0.7199 1.3916 2.3126
I -0.1656 0.7445 -3.5234
C -1.3806 2.1161 -2.2851
C -1.7939 3.3085 -2.9026
C -2.5727 4.1966 -2.1445
C -2.8796 3.8681 -0.8210
C -2.3943 2.6702 -0.2879
N -1.6747 1.7805 -1.0263
H -1.5222 3.5223 -3.9396
H -2.9035 5.1379 -2.6075
H -3.5045 4.5018 -0.1738
H -2.5979 2.3957 0.7427
```

Computed properties:
Gap between HOMO and LUMO in eV: 6.32
Largest force on an atom in eV/Å: 5.25
ΔE to the lowest compared entry with this formula, charge and spin in kcal/mol: 7.15
M in g mol⁻¹: 1144.18
Total charge: +1
LUMO energy in Eh: -0.13218
HOMO in eV: -9.91

No. 3
DFT (wB97M-V/def2-TZVPD) results for 4 unconnected molecules or ions with the total composition C28H30F4IN3O2S3 in a non-equilibrium geometry.

```
71
C28H30F4IN3O2S3 (wB97M-V/def2-TZVPD)
C 6.5266 3.6948 0.9651
C 5.8462 2.4662 1.7108
I 6.3866 0.7079 0.5231
C 4.2813 2.5904 1.7760
N 3.6401 1.3639 2.3318
C 3.2426 1.5004 3.7676
C 3.7578 0.3155 4.6958
C 5.2854 -0.0172 4.5196
S 5.6993 -1.7987 4.7376
C 5.2702 -2.5176 3.0949
S 3.7083 -3.0356 2.9143
N 6.2103 -2.5998 2.0307
C 5.7877 -2.9402 0.7463
C 6.9793 -2.8820 -0.0681
N 8.0565 -2.5380 0.7799
C 7.6038 -2.3797 2.0343
S 2.3910 0.7889 1.3479
O 3.0175 -0.0027 0.3086
O 1.5291 1.8025 0.7740
F 1.3979 -0.2730 2.1635
H 7.6089 3.4027 0.8584
H 6.1104 3.7282 -0.0747
H 6.4262 4.6549 1.5272
H 6.2793 2.3090 2.7352
H 3.9081 2.7079 0.7193
H 3.9673 3.5265 2.3152
H 3.5031 2.5126 4.1769
H 2.1177 1.4386 3.8061
H 3.5946 0.6804 5.7514
H 3.0714 -0.5490 4.5243
H 5.6485 0.3048 3.5125
H 5.8619 0.5881 5.2719
H 4.7890 -3.2027 0.3571
H 6.9842 -3.0750 -1.1585
H 8.2212 -2.0819 2.9000
F -3.3005 -3.9332 -0.9062
C -2.2475 -3.5569 -0.1536
C -1.6662 -4.4729 0.7029
C -0.5774 -4.0866 1.4738
C -0.0896 -2.7868 1.3880
C -0.6913 -1.8738 0.5273
C -1.7716 -2.2628 -0.2536
H -2.0636 -5.4786 0.7623
H -0.1077 -4.7992 2.1413
H 0.7573 -2.4865 1.9915
H -0.3147 -0.8606 0.4668
H -2.2455 -1.5679 -0.9360
F -8.3271 1.2881 -1.1166
C -7.4162 0.3028 -1.0081
C -7.6064 -0.6963 -0.0711
C -6.6678 -1.7150 0.0362
C -5.5465 -1.7163 -0.7866
C -5.3663 -0.7028 -1.7205
C -6.3094 0.3103 -1.8362
H -8.4816 -0.6739 0.5664
H -6.8097 -2.5073 0.7613
H -4.8133 -2.5086 -0.6990
H -4.4907 -0.7015 -2.3591
H -6.1897 1.1035 -2.5642
F -8.1588 1.9741 -8.3971
C -7.5164 2.4512 -7.3175
C -8.0660 2.2603 -6.0627
C -7.3992 2.7493 -4.9468
C -6.1973 3.4316 -5.1003
C -5.6589 3.6204 -6.3675
C -6.3189 3.1229 -7.4834
H -9.0070 1.7334 -5.9642
H -7.8161 2.5994 -3.9577
H -5.6799 3.8165 -4.2290
H -4.7245 4.1557 -6.4865
H -5.9102 3.2528 -8.4778
```

Computed properties:
Gap between HOMO and LUMO in eV: 7.72
Largest force on an atom in eV/Å: 4.71
M in g mol⁻¹: 739.66
Total charge: 0
LUMO energy in Eh: -0.04291
HOMO in eV: -8.89
SMILES: C[C@H](I)CN(CCCSC(=S)n1ccnc1)S(=O)(=O)F.Fc1ccccc1.Fc1ccccc1.Fc1ccccc1

The lowest M belongs to which entry? C28H30BF6N4O4S

M of number 2 (C28H30Br2CdIN4Sb2Se)? 1144.18 g mol⁻¹

What is the total charge in the third record? 0

Which formula does entry 1 have? C28H30BF6N4O4S